(1)
C30H45BrIrN4OP2 | ωB97M-V/def2-TZVPD

The calculation puts the HOMO-LUMO gap (alpha / beta) at 6.7 / 5.1 eV. Its lowest unoccupied orbital energy (alpha / beta) is -10.93 / -13.82 eV. The total energy is -4823.816268 hartree.

```
! wB97M-V def2-TZVPD RIJCOSX def2/J DEFGRID3
* xyz 4 6
C -8.1014 -3.4889 -3.8705
C -6.7667 -3.6212 -4.2846
C -6.5341 -4.3153 -5.4911
C -7.6225 -4.8544 -6.1982
N -8.8773 -4.7238 -5.7708
C -9.1261 -4.0602 -4.6436
C -5.6797 -3.0582 -3.5000
C -4.6410 -2.7183 -2.9546
C -3.4152 -2.1442 -2.5859
C -3.4560 -0.7711 -2.4016
C -2.2668 -0.0923 -2.1722
C -1.0957 -0.8804 -1.9766
C -1.0508 -2.2662 -2.1285
C -2.2362 -2.9000 -2.4847
Ir -0.9230 0.2122 -0.3819
P 0.2029 1.5313 -1.8026
H -5.5209 -4.4265 -5.8686
H -8.3336 -2.9445 -2.9607
H -7.4452 -5.3963 -7.1284
H -10.1612 -3.9586 -4.3163
H -2.2779 -3.9718 -2.6869
H -4.3981 -0.2285 -2.4766
H -0.1422 -2.7972 -1.8418
H -2.3080 1.0063 -2.1759
C 1.9339 2.0991 -1.4167
C 2.7680 2.6973 -2.5547
H 2.4519 1.2216 -0.9910
H 1.8503 2.8363 -0.5983
H 3.7141 3.0667 -2.1394
H 3.0321 1.9581 -3.3208
H 2.2721 3.5436 -3.0435
C 0.3162 0.9024 -3.5325
C -0.7351 1.3643 -4.5317
H 0.2533 -0.1965 -3.4478
H 1.3287 1.1078 -3.9016
H -0.6590 0.7306 -5.4268
H -1.7538 1.2447 -4.1498
H -0.5953 2.4052 -4.8475
C -0.7417 3.1271 -1.8093
C -0.1857 4.2834 -2.6365
H -0.8033 3.4171 -0.7470
H -1.7669 2.9022 -2.1321
H -0.9510 5.0713 -2.6716
H 0.7114 4.7273 -2.1876
H 0.0396 4.0135 -3.6767
Br 1.3766 -1.0024 -0.3106
P 2.6975 -3.3304 -3.4024
C 2.6461 -1.5631 -3.8727
C 3.9101 -1.2538 -4.6879
H 2.5835 -0.9677 -2.9451
H 1.7471 -1.3833 -4.4824
H 3.7728 -0.3714 -5.3241
H 4.7697 -1.0624 -4.0333
H 4.1697 -2.0992 -5.3395
C 3.0989 -3.4642 -1.6245
C 3.9013 -4.7185 -1.2593
H 2.1512 -3.4198 -1.0675
H 3.6929 -2.5695 -1.3797
H 4.2834 -4.6263 -0.2359
H 3.2975 -5.6313 -1.2999
H 4.7583 -4.8415 -1.9313
C 1.0114 -3.9486 -3.6802
C 0.9844 -4.7736 -4.9674
H 0.3377 -3.0908 -3.7872
H 0.7118 -4.5436 -2.8038
H 0.0736 -5.3761 -5.0119
H 0.9873 -4.1141 -5.8419
H 1.8554 -5.4340 -5.0257
C -3.7179 -0.4214 3.6101
N -2.7845 0.5686 3.0582
C -2.7774 1.8701 3.5400
C -1.9087 2.7923 3.0204
C -1.0452 2.3872 1.9822
N -1.1529 1.1517 1.4800
C -2.0292 0.2567 1.9691
O -2.1102 -0.7919 1.2665
N -0.1396 3.2069 1.3925
H -3.1740 -1.3210 3.9214
H -4.4829 -0.7005 2.8716
H -4.2029 0.0260 4.4845
H -3.5030 2.0585 4.3383
H -1.8619 3.8166 3.3833
H 0.0244 4.1149 1.8161
H 0.6966 2.7453 1.0456
*
```

---

(2)
C30H45ClN4Tc | ωB97M-V/def2-TZVPD

The calculation puts the HOMO-LUMO gap (alpha / beta) at 1.7 / 4.9 eV. Its lowest unoccupied orbital energy (alpha / beta) is 4.42 / 4.38 eV. The total energy is -1929.853743 hartree.

```
! wB97M-V def2-TZVPD RIJCOSX def2/J DEFGRID3
* xyz -2 4
Tc 0.0472 0.3012 -0.2397
Cl 1.3590 -1.5936 0.3109
C 0.4713 1.0992 3.8189
C 0.6249 1.0444 1.5658
N 1.1389 0.5445 2.7658
H -1.0394 2.6648 3.8777
N -0.1464 2.1196 1.9756
H 0.5839 0.7472 4.8501
C 2.1094 -0.5090 3.0126
C 2.7569 -0.3366 4.3863
C 1.3730 -1.8463 3.1372
H 2.0486 -0.5308 5.2079
H 3.5513 -1.0985 4.4260
H 3.2136 0.6591 4.4932
H 4.0489 -1.0446 2.3199
H 3.6825 0.6833 2.2204
H 0.8280 -2.1160 2.2245
C 3.2754 -0.3194 2.0695
H 0.5977 -1.7705 3.9140
H 2.1059 -2.6301 3.3736
H 3.0465 -0.4388 1.0182
C -0.2925 2.1026 3.3316
C -2.4504 2.6806 1.5821
H -2.6458 3.1496 2.5571
H -3.1356 3.1184 0.8462
C -1.0187 2.9027 1.1176
H -1.3385 3.0844 -0.9807
C -0.6483 4.3645 1.3144
H 0.4025 4.5047 1.0150
H -2.6775 1.6099 1.6580
H -1.3259 1.4288 -0.4844
H -0.7855 4.6902 2.3605
H -1.2864 4.9665 0.6543
C -0.7642 2.4560 -0.3049
H 0.2823 2.6334 -0.5917
C 1.0242 -1.4107 -5.1789
N 1.0287 -1.4583 -3.8130
H 0.1024 0.0823 -6.4658
N -0.0186 0.3091 -4.3126
H 1.4550 -2.1710 -5.8133
C 1.7149 -2.4912 -3.0420
C 2.0792 -3.7196 -3.8558
C 3.0144 -1.8857 -2.5018
H 2.7814 -3.4951 -4.6727
H 2.5533 -4.4501 -3.1778
H 1.1856 -4.2078 -4.2721
H 1.0766 -3.5234 -1.2269
H -0.1606 -3.4172 -2.5563
H 2.8304 -1.0502 -1.8182
C 0.6618 -2.9049 -2.0297
H 3.6162 -1.5265 -3.3543
H 3.6010 -2.6614 -1.9878
H 0.1808 -2.0066 -1.6034
C 0.3565 -0.2875 -5.5042
C 0.4923 2.6822 -4.1961
H 1.2266 2.5304 -5.0057
H 0.0216 3.6698 -4.3433
C -0.6091 1.6267 -4.2743
H -1.9434 2.5720 -2.8845
C -1.3907 1.8730 -5.5544
H -2.1179 1.0742 -5.7542
H 1.0037 2.6601 -3.2245
H -0.9004 1.2690 -2.1764
H -0.7143 1.9647 -6.4227
H -1.9496 2.8177 -5.4515
C -1.4935 1.5885 -3.0590
H -2.2753 0.8352 -3.2003
C 0.3997 -0.3870 -3.2094
C -1.3531 -0.4437 0.8206
C -2.0822 -0.7242 1.8408
C -2.5533 -1.2936 3.0476
C -3.2739 -0.5816 4.0500
C -3.7255 -1.2615 5.1776
C -3.4389 -2.6302 5.3517
C -2.6579 -3.3245 4.4035
C -2.2220 -2.6455 3.2735
H -3.4075 0.4951 3.9335
H -4.2998 -0.7293 5.9492
H -3.8148 -3.1661 6.2348
H -2.3971 -4.3801 4.5364
H -1.5994 -3.1365 2.5200
*
```

---

Repeat the first record exactly.
C30H45BrIrN4OP2 | ωB97M-V/def2-TZVPD

The calculation puts the HOMO-LUMO gap (alpha / beta) at 6.7 / 5.1 eV. Its lowest unoccupied orbital energy (alpha / beta) is -10.93 / -13.82 eV. The total energy is -4823.816268 hartree.

```
! wB97M-V def2-TZVPD RIJCOSX def2/J DEFGRID3
* xyz 4 6
C -8.1014 -3.4889 -3.8705
C -6.7667 -3.6212 -4.2846
C -6.5341 -4.3153 -5.4911
C -7.6225 -4.8544 -6.1982
N -8.8773 -4.7238 -5.7708
C -9.1261 -4.0602 -4.6436
C -5.6797 -3.0582 -3.5000
C -4.6410 -2.7183 -2.9546
C -3.4152 -2.1442 -2.5859
C -3.4560 -0.7711 -2.4016
C -2.2668 -0.0923 -2.1722
C -1.0957 -0.8804 -1.9766
C -1.0508 -2.2662 -2.1285
C -2.2362 -2.9000 -2.4847
Ir -0.9230 0.2122 -0.3819
P 0.2029 1.5313 -1.8026
H -5.5209 -4.4265 -5.8686
H -8.3336 -2.9445 -2.9607
H -7.4452 -5.3963 -7.1284
H -10.1612 -3.9586 -4.3163
H -2.2779 -3.9718 -2.6869
H -4.3981 -0.2285 -2.4766
H -0.1422 -2.7972 -1.8418
H -2.3080 1.0063 -2.1759
C 1.9339 2.0991 -1.4167
C 2.7680 2.6973 -2.5547
H 2.4519 1.2216 -0.9910
H 1.8503 2.8363 -0.5983
H 3.7141 3.0667 -2.1394
H 3.0321 1.9581 -3.3208
H 2.2721 3.5436 -3.0435
C 0.3162 0.9024 -3.5325
C -0.7351 1.3643 -4.5317
H 0.2533 -0.1965 -3.4478
H 1.3287 1.1078 -3.9016
H -0.6590 0.7306 -5.4268
H -1.7538 1.2447 -4.1498
H -0.5953 2.4052 -4.8475
C -0.7417 3.1271 -1.8093
C -0.1857 4.2834 -2.6365
H -0.8033 3.4171 -0.7470
H -1.7669 2.9022 -2.1321
H -0.9510 5.0713 -2.6716
H 0.7114 4.7273 -2.1876
H 0.0396 4.0135 -3.6767
Br 1.3766 -1.0024 -0.3106
P 2.6975 -3.3304 -3.4024
C 2.6461 -1.5631 -3.8727
C 3.9101 -1.2538 -4.6879
H 2.5835 -0.9677 -2.9451
H 1.7471 -1.3833 -4.4824
H 3.7728 -0.3714 -5.3241
H 4.7697 -1.0624 -4.0333
H 4.1697 -2.0992 -5.3395
C 3.0989 -3.4642 -1.6245
C 3.9013 -4.7185 -1.2593
H 2.1512 -3.4198 -1.0675
H 3.6929 -2.5695 -1.3797
H 4.2834 -4.6263 -0.2359
H 3.2975 -5.6313 -1.2999
H 4.7583 -4.8415 -1.9313
C 1.0114 -3.9486 -3.6802
C 0.9844 -4.7736 -4.9674
H 0.3377 -3.0908 -3.7872
H 0.7118 -4.5436 -2.8038
H 0.0736 -5.3761 -5.0119
H 0.9873 -4.1141 -5.8419
H 1.8554 -5.4340 -5.0257
C -3.7179 -0.4214 3.6101
N -2.7845 0.5686 3.0582
C -2.7774 1.8701 3.5400
C -1.9087 2.7923 3.0204
C -1.0452 2.3872 1.9822
N -1.1529 1.1517 1.4800
C -2.0292 0.2567 1.9691
O -2.1102 -0.7919 1.2665
N -0.1396 3.2069 1.3925
H -3.1740 -1.3210 3.9214
H -4.4829 -0.7005 2.8716
H -4.2029 0.0260 4.4845
H -3.5030 2.0585 4.3383
H -1.8619 3.8166 3.3833
H 0.0244 4.1149 1.8161
H 0.6966 2.7453 1.0456
*
```